No. 1
Below is C2HFHgO as an isolated structure in a non-equilibrium geometry, with properties calculated with ωB97M-V with the def2-TZVPD basis set.

Calculated values
total energy	-11015.6374	eV
2S+1	2
charge	+1
energy above the lowest of the compared OMol25 structures with the same formula, charge and spin	1.540	eV
gap between HOMO and LUMO (alpha / beta)	9.7 / 6.0	eV
E_HOMO (alpha / beta)	-14.89 / -14.87	eV

Geometry as XYZ:
```
6
Properties=species:S:1:pos:R:3:forces:R:3:lowdin_spin:R:1
H -1.5236 0.4202 0.3791 0.7 1.5 -0.6 0.0004
C -0.2982 0.2291 0.0343 -1.9 -2.9 2.0 0.0203
C -0.9740 -1.0150 -0.1486 1.9 -0.2 -1.8 0.0041
O 0.7288 0.4695 0.6148 0.8 1.8 0.1 0.1869
F -0.8604 -1.5223 -1.3384 -1.4 -0.2 0.2 0.0020
Hg 2.9273 1.4185 0.4589 -0.2 0.0 0.1 0.7863
```
Positions in Å, forces in eV/Å.

No. 2
Below is C21H19As2BrNO7V as an isolated structure in a non-equilibrium geometry, with properties calculated with ωB97M-V with the def2-TZVPD basis set.

Calculated values
total energy	-255315.3743	eV
2S+1	3
charge	0
energy above the lowest of the compared OMol25 structures with the same formula, charge and spin	0.000	eV
gap between HOMO and LUMO (alpha / beta)	7.6 / 8.1	eV
E_HOMO (alpha / beta)	-8.53 / -8.57	eV

Geometry as XYZ:
```
52
Properties=species:S:1:pos:R:3:forces:R:3:lowdin_spin:R:1
V 0.2260 -1.3413 -0.0257 0.3 -0.1 -0.2 1.9511
C -2.7566 1.9715 1.1280 -0.1 0.1 0.1 0.0012
As -1.7095 0.8246 -0.0172 0.0 -0.5 -0.4 0.0070
C -3.1191 -0.1998 -0.9044 0.0 0.1 0.0 0.0053
C -1.2481 2.0001 -1.5049 -0.1 0.0 0.0 -0.0006
C -2.1180 2.9769 -1.9773 0.0 0.0 0.0 0.0001
C -1.8150 3.6793 -3.1355 0.0 0.0 0.0 -0.0005
C -0.6480 3.4026 -3.8359 0.0 0.0 0.0 0.0001
C 0.2335 2.4413 -3.3618 0.0 0.1 0.0 -0.0009
C -0.0583 1.7522 -2.1911 -0.1 0.0 0.0 -0.0007
As 1.1550 0.4828 -1.3875 0.4 0.8 -0.3 -0.0027
C 2.1996 1.6420 -0.2368 0.1 0.0 0.0 0.0040
C 2.4150 0.0411 -2.7732 0.0 0.0 -0.1 -0.0043
H -3.7337 2.1219 0.6728 0.0 0.1 0.0 0.0001
H -2.2471 2.9244 1.2516 0.0 0.0 0.0 0.0000
H -2.8791 1.4857 2.0923 0.0 0.0 0.0 0.0001
H -3.7519 0.4848 -1.4672 -0.1 0.0 0.0 0.0007
H -3.6878 -0.7265 -0.1422 0.0 0.0 0.0 0.0001
H -2.6790 -0.9264 -1.5863 0.0 0.0 0.0 0.0011
H -3.0421 3.1888 -1.4522 0.0 0.0 0.0 0.0000
H -2.4987 4.4355 -3.4991 0.0 0.0 0.0 0.0000
H -0.4217 3.9373 -4.7495 0.0 0.0 0.0 0.0000
H 1.1462 2.2394 -3.9070 0.0 0.0 0.0 -0.0001
H 2.6253 2.4552 -0.8209 0.0 0.0 0.0 0.0000
H 2.9898 1.0528 0.2249 0.0 0.0 0.0 -0.0001
H 1.5555 2.0522 0.5387 0.0 0.0 0.0 0.0003
H 2.8921 0.9516 -3.1290 0.1 0.0 0.0 -0.0009
H 1.9093 -0.4676 -3.5905 0.0 0.0 0.0 0.0000
H 3.1675 -0.6184 -2.3468 0.0 0.0 0.0 -0.0001
O 3.9451 -5.4273 -2.4297 0.1 0.0 -0.1 -0.0022
C 3.2442 -4.5575 -2.0126 -0.2 -0.1 0.3 -0.0007
C 3.5911 -3.5702 -0.8698 -0.2 0.1 -0.3 -0.0009
O 4.6542 -3.4604 -0.3219 0.1 0.0 0.1 0.0007
C 2.3581 -2.7885 -0.7051 0.2 0.4 0.4 0.0147
C 1.3868 -3.1442 -1.5936 -0.6 0.1 -0.3 0.0134
O 0.2532 -2.4467 -1.5878 0.2 -0.5 0.1 0.0079
C 1.8044 -4.2336 -2.4853 0.3 0.2 0.0 -0.0016
O 1.2291 -4.7379 -3.4109 -0.1 -0.1 0.0 -0.0005
O 2.1012 -1.7692 0.1061 0.1 -0.5 0.0 -0.0055
Br -1.9926 -0.0222 7.5574 0.0 0.0 0.0 0.0000
C -0.9984 -0.2622 5.9748 0.0 0.0 0.0 0.0000
C 0.3588 0.0343 5.9675 0.1 0.0 -0.1 0.0000
N 1.1251 -0.1148 4.8911 -0.2 -0.1 0.0 0.0002
C 0.5465 -0.5832 3.7857 0.2 0.0 0.1 0.0012
C -0.8051 -0.8860 3.6992 -0.1 0.0 0.0 0.0003
C -1.6028 -0.7173 4.8238 0.0 0.1 0.0 -0.0001
C -1.4461 -1.3120 2.4178 0.6 -0.4 -0.4 0.0026
O -2.6264 -1.1602 2.2173 -0.2 0.0 -0.1 0.0006
O -0.6009 -1.8413 1.5299 -0.7 0.3 1.1 0.0084
H 0.8382 0.4028 6.8665 0.0 0.0 0.0 0.0000
H 1.1968 -0.7295 2.9315 0.0 0.0 0.0 0.0011
H -2.6613 -0.9369 4.7816 0.0 0.0 0.0 0.0000
```
Positions in Å, forces in eV/Å.

No. 3
Below is C24H30Br3F12I2O9P as an isolated structure, with properties calculated with ωB97M-V with the def2-TZVPD basis set.

Calculated values
total energy	-312028.3715	eV
charge	0
energy above the lowest of the compared OMol25 structures with the same formula, charge and spin	0.000	eV
gap between HOMO and LUMO	8.9	eV
E_HOMO	-9.08	eV

Geometry as XYZ:
```
81
Properties=species:S:1:pos:R:3:forces:R:3:mulliken_charge:R:1
C -0.7662 -5.5963 -3.4489 0.0 -0.1 0.1 -1.1677
C -1.0969 -5.9561 -4.8703 0.2 0.0 0.1 0.4543
Br 0.4541 -6.4828 -5.8304 -0.1 -0.1 -0.2 -0.1591
C -2.2987 -5.8839 -5.4223 -0.1 0.1 0.1 -0.3088
Br -2.5957 -6.2727 -7.2472 0.0 0.0 -0.1 -0.1254
P -3.9106 -5.3472 -4.5057 -0.1 -0.2 -0.1 0.4689
C -3.5130 -3.5529 -4.8011 0.0 0.1 -0.2 -0.8585
C -3.9590 -2.5512 -3.7740 -0.2 0.1 -0.2 0.4410
O -4.7643 -1.7011 -3.9213 0.1 -0.1 0.0 -0.4639
Br -2.9853 -2.6842 -2.0911 0.1 -0.1 0.0 -0.1716
C -5.5940 -4.9530 -3.6062 0.2 0.0 0.2 -0.5703
I -5.5938 -5.5800 -1.6034 0.0 0.0 0.0 0.1295
C -6.6583 -4.4246 -4.1958 0.0 0.0 -0.2 0.2668
C -6.6959 -3.9861 -5.6392 -0.1 -0.1 0.1 -1.3941
I -8.4822 -4.0668 -3.2286 -0.1 0.0 0.0 0.0947
H -0.1972 -4.6630 -3.4194 0.0 0.0 0.0 0.2686
H -1.6510 -5.4775 -2.8222 0.0 0.1 -0.1 0.2286
H -0.1421 -6.3730 -3.0021 0.0 0.0 0.0 0.4373
H -4.6305 -6.0149 -5.5120 0.0 0.1 0.0 0.0834
H -3.5384 -6.0852 -3.3719 0.1 0.1 0.1 -0.0317
H -2.4452 -3.4442 -4.9882 0.0 0.0 0.2 0.7650
H -4.0397 -3.2971 -5.7260 0.1 -0.1 0.0 0.4431
H -5.8851 -4.4262 -6.2235 0.0 0.1 0.0 0.3545
H -6.6379 -2.8958 -5.6939 0.0 0.0 0.0 0.3059
H -7.6382 -4.2871 -6.0967 0.0 0.0 0.0 0.5087
C -2.2282 0.2786 -0.1320 0.1 0.2 0.0 -0.8436
C -1.9367 0.3069 1.3496 -0.2 -0.2 0.0 -0.3067
O -0.7771 1.1273 1.6399 0.0 0.1 0.0 -0.3141
C -0.9881 2.4259 1.7287 0.0 0.0 0.0 -0.0189
O -2.0205 3.0171 1.6101 0.0 0.0 0.0 -0.5305
C 0.3342 3.1436 2.0814 0.0 0.0 0.0 1.3262
F 1.3639 2.6830 1.3679 0.0 0.0 0.0 -0.2515
F 0.6119 2.9643 3.3815 0.0 0.0 0.0 -0.2572
F 0.2242 4.4528 1.8584 0.0 0.0 0.0 -0.2365
H -1.3530 -0.0558 -0.6897 0.0 -0.1 0.0 0.2930
H -3.0499 -0.4051 -0.3365 0.0 0.0 0.0 0.2135
H -2.5068 1.2674 -0.4961 0.0 0.0 0.0 0.3131
H -1.6696 -0.6788 1.7233 0.1 0.0 0.0 0.2980
H -2.7857 0.6761 1.9230 0.0 0.1 0.0 0.3364
C 4.4032 -5.5366 0.8162 0.0 -0.1 -0.1 -1.1068
C 3.5876 -4.6070 -0.0526 0.0 0.1 0.2 -0.2062
O 3.8036 -4.8844 -1.4562 0.0 0.0 0.0 -0.3112
C 3.0978 -5.8769 -1.9693 0.0 0.0 0.0 0.3120
O 2.2921 -6.5637 -1.4120 0.0 0.0 0.0 -0.5127
C 3.4108 -6.0179 -3.4767 0.1 0.0 0.1 0.9542
F 4.7205 -5.9227 -3.7203 0.0 0.0 0.0 -0.2619
F 2.7882 -5.0370 -4.1439 0.1 0.0 0.0 -0.2418
F 2.9835 -7.1901 -3.9275 0.0 0.0 0.0 -0.2189
H 5.4598 -5.4715 0.5569 0.0 0.0 0.0 0.3048
H 4.2839 -5.2595 1.8633 0.0 0.0 0.0 0.3733
H 4.0801 -6.5697 0.6942 0.0 0.0 0.0 0.3203
H 3.8968 -3.5718 0.0707 0.0 0.0 -0.1 0.3139
H 2.5227 -4.6826 0.1638 0.0 -0.1 -0.1 0.3144
C -1.7108 5.3546 4.6982 0.0 0.1 0.1 -1.0190
C -0.8862 6.4164 4.0074 0.0 -0.2 -0.2 0.1671
O -0.9660 7.6760 4.7140 0.1 0.0 0.1 -0.3338
C -0.1444 7.8118 5.7417 0.0 0.0 0.0 0.3462
O 0.6581 7.0214 6.1422 0.0 0.0 0.0 -0.5109
C -0.3210 9.2143 6.3700 0.0 -0.1 0.0 0.8628
F -1.6111 9.5365 6.4969 0.0 0.0 0.0 -0.2470
F 0.2644 10.1319 5.5872 0.0 0.0 0.0 -0.2543
F 0.2461 9.2608 7.5692 0.0 0.0 0.0 -0.2354
H -2.7427 5.6884 4.8073 0.0 0.0 0.0 0.3558
H -1.7055 4.4399 4.1073 0.0 0.0 0.0 0.1540
H -1.3130 5.1332 5.6882 0.0 0.0 0.0 0.3071
H -1.2722 6.6294 3.0134 0.0 0.1 0.0 0.3723
H 0.1585 6.1237 3.9176 0.0 0.0 0.1 0.0192
C 3.4303 6.2440 2.2590 0.1 0.0 -0.1 -1.0215
C 3.7671 4.9309 2.9285 -0.3 0.1 0.1 -0.0632
O 5.0446 4.4275 2.4749 0.1 0.0 0.0 -0.3504
C 6.1134 4.9281 3.0728 0.0 0.0 0.0 0.3272
O 6.1477 5.7462 3.9426 0.0 0.0 0.0 -0.5137
C 7.3866 4.2547 2.5084 0.0 0.0 0.0 0.9126
F 7.3440 4.1603 1.1761 0.0 0.0 0.0 -0.2448
F 7.4993 3.0161 3.0106 0.0 0.0 0.0 -0.2529
F 8.4681 4.9453 2.8479 0.0 0.0 0.0 -0.2374
H 3.4551 6.1365 1.1743 -0.1 0.0 0.0 0.2997
H 2.4304 6.5616 2.5550 0.0 0.0 0.0 0.2231
H 4.1373 7.0216 2.5453 0.0 0.0 0.0 0.3924
H 3.0574 4.1555 2.6555 0.1 -0.1 0.0 0.1309
H 3.7802 5.0244 4.0137 0.1 0.0 0.0 0.3601
```
Positions in Å, forces in eV/Å.

No. 4
Below is C4H11BiClNO2W as an isolated structure in a non-equilibrium geometry, with properties calculated with ωB97M-V with the def2-TZVPD basis set.

Calculated values
total energy	-30085.3146	eV
2S+1	3
charge	0
energy above the lowest of the compared OMol25 structures with the same formula, charge and spin	5.628	eV
gap between HOMO and LUMO (alpha / beta)	3.5 / 3.4	eV
E_HOMO (alpha / beta)	-7.82 / -7.76	eV

Geometry as XYZ:
```
21
Properties=species:S:1:pos:R:3:forces:R:3:lowdin_spin:R:1
Bi 0.7845 1.1903 -4.9603 0.3 -1.5 1.0 -0.0079
Cl 1.8772 -3.0059 -2.9922 -0.3 0.8 -0.1 0.0211
C 2.4950 1.0084 -3.3510 -2.0 -0.3 -0.3 0.0036
C -0.4490 -0.7306 -4.4609 0.6 1.7 -0.1 0.0007
H 3.4089 1.0870 -3.9494 -0.1 0.0 0.5 -0.0001
H 2.2697 1.8938 -2.7163 0.5 -0.5 -0.4 0.0005
H 2.2947 0.0383 -2.8243 0.6 0.7 -0.6 0.0035
H -1.2056 -0.8293 -5.2546 0.3 0.0 0.6 0.0000
H -0.8143 -0.5173 -3.4383 -0.1 -0.2 -0.6 0.0020
H 0.3037 -1.5171 -4.3812 0.2 -0.5 0.1 -0.0001
W -0.0221 0.1627 0.3772 -0.4 -1.5 3.4 2.1564
C -1.4465 -1.3010 1.1971 -0.9 5.6 -10.9 -0.0242
C -0.8940 1.7465 -0.2378 -1.7 -4.3 1.8 -0.1600
H -2.4331 -0.7559 0.8248 1.5 -1.3 1.1 0.0032
H -1.2569 -2.0461 0.4245 -0.1 -0.7 0.2 0.0089
H -1.4580 -1.6075 2.0729 0.1 -2.7 8.1 -0.0016
H -2.0183 1.4491 -0.1475 1.6 1.2 -0.4 -0.0037
H -0.4767 2.4217 -0.8754 0.5 2.6 -1.5 -0.0106
O 1.7379 0.8166 3.1927 -2.2 -2.7 -3.1 0.0116
N 1.1709 -0.0719 2.4501 2.2 -1.1 3.5 -0.0006
O 1.1890 -1.3307 2.8809 -0.5 4.7 -2.4 -0.0027
```
Positions in Å, forces in eV/Å.

No. 5
Below is a 2-piece molecular cluster, C7H9N2O overall in a non-equilibrium geometry, with properties calculated with ωB97M-V with the def2-TZVPD basis set.

Calculated values
total energy	-12418.1832	eV
charge	+1
energy above the lowest of the compared OMol25 structures with the same formula, charge and spin	8.025	eV
gap between HOMO and LUMO (alpha / beta)	9.0 / 9.0	eV
E_HOMO (alpha / beta)	-13.80 / -13.80	eV

Geometry as XYZ:
```
19
Properties=species:S:1:pos:R:3:forces:R:3:mulliken_charge:R:1
C -2.7880 0.0607 0.1621 0.9 -0.2 -3.8 -0.6060
C -2.0561 -0.6752 -0.8048 -3.6 -1.3 -1.3 -0.2885
C -2.0722 0.8152 1.0062 -0.5 0.5 4.5 -0.4444
C -0.7389 -0.8378 -0.7038 1.3 -0.2 -0.8 -0.3958
C -0.6955 0.6679 1.1733 0.0 0.6 -0.3 -0.2826
C -0.0615 -0.1402 0.2327 1.2 1.3 2.6 0.5196
C 2.5510 0.7444 -1.0718 -1.2 -2.3 0.4 -0.3722
N 2.1470 -1.2705 0.5437 3.0 -0.8 -0.5 -0.7130
N 1.3941 -0.2142 0.2443 0.2 3.7 -5.3 0.9552
O 2.1048 -0.0409 1.3504 0.5 -1.0 2.9 -0.3338
H -3.7637 0.3654 -0.1055 -1.3 -0.4 0.4 0.4191
H -2.5234 -1.2128 -1.7064 0.3 1.0 1.7 0.2898
H -2.6666 1.3036 1.8622 1.2 -0.1 -1.7 0.2877
H -0.2319 -1.4013 -1.4377 0.6 -0.6 -0.7 0.4341
H -0.2511 1.2678 1.9820 0.3 -0.6 -0.6 0.3686
H 3.5119 0.1116 -1.1466 -2.1 0.7 0.3 0.2495
H 1.8220 0.7934 -1.8784 0.5 -0.3 -0.2 0.3177
H 2.6670 1.6966 -0.6266 0.1 0.7 0.9 0.3206
H 1.6512 -2.0337 0.9244 -1.4 -0.8 1.5 0.2746
```
Positions in Å, forces in eV/Å.